# C26H44BrNOOsP2

C26H44BrNOOsP2 as an isolated structure (wB97M-V/def2-TZVPD, OMol25).

```
! wB97M-V def2-TZVPD RIJCOSX def2/J DEFGRID3
* xyz 4 5
N -4.633 -1.689 -5.051
C -3.719 -2.480 -4.489
C -2.926 -2.078 -3.404
C -3.188 -0.825 -2.813
C -4.123 0.025 -3.420
C -4.834 -0.481 -4.534
C -2.662 -0.577 -1.448
Os -1.623 0.830 -0.641
P -0.711 1.831 1.145
C -3.442 0.348 -0.545
C -3.590 -0.106 0.868
C -4.381 0.709 1.734
C -4.552 0.296 3.046
C -3.904 -0.873 3.478
C -3.121 -1.671 2.643
C -2.963 -1.289 1.318
Br -4.181 -1.537 5.203
H -2.359 -1.545 -1.060
H -4.278 0.906 -0.970
H -2.157 -2.750 -3.022
H -4.342 1.039 -3.068
H -3.598 -3.478 -4.915
H -5.609 0.129 -5.004
H -4.820 1.649 1.348
H -2.299 -1.857 0.643
H -5.153 0.882 3.739
H -2.639 -2.589 2.961
P -0.701 1.764 -2.560
C -1.282 1.426 2.854
C -1.755 2.398 3.950
H -0.491 0.785 3.277
H -2.126 0.754 2.639
H -2.360 1.823 4.674
H -0.907 2.808 4.517
H -2.389 3.212 3.576
C -1.505 3.296 0.242
C -2.159 4.466 0.975
H -2.348 2.737 -0.339
H -0.805 3.694 -0.507
H -2.820 5.007 0.276
H -2.748 4.155 1.845
H -1.380 5.176 1.289
C 1.096 1.373 1.024
C 2.148 1.626 2.107
H 1.510 1.734 0.067
H 1.009 0.273 0.915
H 3.090 1.156 1.775
H 2.349 2.699 2.207
H 1.875 1.181 3.074
C 1.130 1.963 -2.311
C 2.070 2.263 -3.467
H 1.430 1.027 -1.816
H 1.212 2.768 -1.565
H 2.225 1.397 -4.114
H 1.735 3.110 -4.071
H 3.045 2.527 -3.044
C -1.339 3.452 -2.980
C -2.219 3.615 -4.220
H -0.453 4.097 -3.054
H -1.916 3.786 -2.113
H -1.655 3.504 -5.156
H -3.071 2.920 -4.227
H -2.632 4.634 -4.212
C -0.833 0.928 -4.192
C -0.050 -0.383 -4.425
H -0.499 1.672 -4.936
H -1.909 0.758 -4.376
H -0.702 -1.130 -4.906
H 0.793 -0.192 -5.115
H 0.346 -0.824 -3.493
C 1.236 -1.932 0.297
O 0.296 -1.320 -0.598
H 0.835 -1.849 1.311
H 2.193 -1.399 0.260
H 1.405 -2.989 0.063
H 0.342 -1.781 -1.452
*
```

Calculated values
- max |F| (eV Å⁻¹) = 5.3
- gap between HOMO and LUMO (alpha / beta) (eV) = 5.905 / 4.381
- electronic energy (a.u.) = -4492.65686
- ⟨S²⟩ = 6.091
- energy above the lowest of the compared OMol25 structures with the same formula, charge and spin (kcal per mole) = 0.0
- HOMO (alpha / beta) (eV) = -19.73 / -20.44

---

# C26H44F3N2O5S2

A 3-piece molecular cluster, C26H44F3N2O5S2 overall (wB97M-V/def2-TZVPD, OMol25).

```
! wB97M-V def2-TZVPD RIJCOSX def2/J DEFGRID3
* xyz 1 1
C -0.055 2.857 -2.201
C 0.729 1.411 -1.895
C 1.939 1.245 -0.800
C 2.588 -0.275 -0.580
C 2.074 -1.610 -1.445
C 2.798 -3.097 -1.218
C 1.704 -4.278 -0.806
C 3.903 -3.075 0.026
C 0.851 -1.437 -2.573
O 0.466 -2.650 -3.295
C -0.949 -2.683 -3.679
C -1.979 -3.206 -2.504
C -3.472 -3.300 -3.172
N -4.311 -2.047 -3.057
C -3.561 -0.838 -2.498
C -4.734 0.337 -2.295
C -4.199 1.660 -1.489
C -3.962 2.988 -2.432
F -5.316 3.514 -2.843
F -3.359 4.104 -1.613
F -3.080 2.673 -3.580
C -2.869 -1.311 -1.092
N -1.896 -2.460 -1.197
C 0.253 0.075 -2.749
H -1.183 2.746 -1.824
H 0.430 3.697 -1.529
H -0.082 3.129 -3.338
H 2.302 2.206 -0.218
H 3.474 -0.324 0.211
H 3.415 -3.436 -2.178
H 1.625 -4.971 -1.775
H 2.081 -4.927 0.097
H 0.643 -3.805 -0.661
H 4.184 -4.159 0.408
H 4.826 -2.388 -0.184
H 3.321 -2.568 0.937
H -1.028 -3.504 -4.544
H -1.335 -1.683 -4.203
H -1.651 -4.329 -2.269
H -4.045 -4.182 -2.644
H -3.388 -3.539 -4.338
H -4.775 -1.765 -3.952
H -5.080 -2.250 -2.352
H -2.794 -0.366 -3.262
H -5.120 0.727 -3.354
H -5.672 -0.110 -1.758
H -5.066 1.957 -0.725
H -3.240 1.498 -0.839
H -2.288 -0.437 -0.523
H -3.766 -1.594 -0.356
H -2.060 -3.131 -0.392
H -0.619 0.265 -3.539
C -1.525 4.560 1.656
C -0.578 5.383 2.528
C 0.170 4.410 3.437
S 0.240 2.857 2.557
O -0.542 1.880 3.283
O 1.606 2.605 2.143
C -0.699 3.392 1.140
H -1.939 5.153 0.835
H -2.360 4.191 2.263
H 0.137 5.915 1.889
H -1.118 6.135 3.114
H 1.186 4.755 3.647
H -0.367 4.244 4.375
H -1.308 2.568 0.763
H 0.010 3.718 0.373
C 3.059 -1.138 5.091
C 4.335 -0.366 5.425
C 5.384 -0.738 4.379
S 4.481 -1.172 2.899
O 4.690 -2.579 2.628
O 4.693 -0.149 1.894
C 2.853 -0.966 3.594
H 2.201 -0.770 5.660
H 3.196 -2.199 5.332
H 4.132 0.711 5.377
H 4.690 -0.588 6.436
H 6.052 0.099 4.164
H 5.966 -1.610 4.688
H 2.169 -1.702 3.167
H 2.514 0.046 3.357
*
```

Calculated values
- max |F| (eV Å⁻¹) = 5.1
- gap between HOMO and LUMO (eV) = 6.447
- electronic energy (a.u.) = -2597.99155
- HOMO (eV) = -9.80